Formula: C19H27N5OS
Source: OMol25
Level of theory: ωB97M-V with the def2-TZVPD basis set

The value obtained for the total energy is -40474.8133 eV. The value obtained for the molar mass is 373.53 u. For the maximum force, the calculation gives 1.0 eV Å⁻¹. As for the charge: 0. Its SMILES is COCCNC(=S)Nc1ccc2nc(N3CCN(C)CC3)cc(C)c2c1.

Last column: Mulliken charge in e.
Atoms and positions in Å:
C 2.142 -3.920 -8.015  -0.732
H 1.673 -3.179 -8.673  0.309
O 1.951 -3.593 -6.663  -0.308
C 2.498 -2.346 -6.309  -0.766
C 2.164 -2.077 -4.844  -0.547
N 0.731 -2.001 -4.703  -0.094
C 0.015 -1.519 -3.658  0.195
N 0.730 -0.996 -2.630  -0.085
C 0.309 -0.320 -1.479  0.799
C 1.169 -0.303 -0.401  -0.056
C 0.843 0.381 0.778  0.506
C -0.397 1.072 0.852  -1.201
N -0.797 1.742 1.944  -0.301
C -0.019 1.780 3.008  0.912
N -0.447 2.543 4.059  0.013
C -0.041 2.321 5.425  -1.066
H 0.972 1.927 5.481  0.383
C -1.016 1.363 6.117  -0.564
N -2.351 1.929 6.084  -0.128
C -3.299 1.122 6.818  -1.112
H -3.414 0.110 6.398  0.387
H -4.270 1.615 6.804  0.339
H -2.967 1.034 7.852  0.341
C -2.770 2.143 4.708  -0.657
C -1.789 3.086 4.012  -0.940
H -2.068 3.220 2.969  0.481
H -1.781 4.050 4.530  0.352
H -3.767 2.588 4.715  0.501
H -2.813 1.195 4.143  0.376
H -0.721 1.227 7.161  0.532
H -0.975 0.379 5.611  0.297
H -0.069 3.286 5.942  0.397
C 1.248 1.130 3.021  -0.194
C 1.683 0.438 1.928  0.631
C 3.016 -0.245 1.937  -1.944
H 3.650 0.148 1.142  0.393
H 2.896 -1.316 1.778  0.392
H 3.519 -0.091 2.888  0.329
H 1.885 1.192 3.890  0.156
C -1.250 1.053 -0.271  -1.145
C -0.909 0.380 -1.410  -0.394
H -1.570 0.378 -2.259  0.329
H -2.182 1.591 -0.206  0.475
H 2.112 -0.828 -0.468  0.436
H 1.711 -1.243 -2.610  0.107
S -1.633 -1.624 -3.741  -0.477
H 0.199 -2.536 -5.374  0.291
H 2.624 -1.127 -4.550  0.444
H 2.584 -2.892 -4.236  0.266
H 2.071 -1.550 -6.939  0.375
H 3.590 -2.350 -6.448  0.431
H 1.675 -4.890 -8.168  0.241
H 3.209 -3.983 -8.261  0.294

---

Formula: C19H28AlF9N2NaO10S3
Source: OMol25
Level of theory: ωB97M-V with the def2-TZVPD basis set

The value obtained for the total energy is -111554.4902 eV. The value obtained for the molar mass is 761.59 u. For the maximum force, the calculation gives 2.0 eV Å⁻¹. As for the charge: +3.

Last column: Mulliken charge in e.
Atoms and positions in Å:
C -1.665 -2.319 2.791  -0.793
C -2.537 -3.412 2.191  -0.883
C -2.230 -3.780 0.749  -0.431
C -1.058 -4.760 0.502  0.767
C -0.352 -5.343 1.701  -1.770
S 0.246 -4.120 -0.603  0.057
S 0.815 -2.299 0.122  0.040
C -0.681 -3.796 -2.193  0.141
O -1.823 -3.995 -2.154  -0.317
C -0.033 -3.401 -3.568  0.718
F -0.699 -2.283 -3.922  -0.269
F -0.337 -4.406 -4.398  -0.220
C 1.479 -3.081 -3.787  0.517
F 1.805 -1.908 -3.147  -0.252
F 1.578 -2.831 -5.101  -0.287
C 2.492 -4.235 -3.435  0.932
F 3.213 -4.513 -4.535  -0.262
F 1.782 -5.325 -3.075  -0.206
C 3.547 -3.886 -2.366  0.228
O 4.351 -3.017 -2.599  -0.692
O 3.487 -4.616 -1.278  -0.335
H -0.724 -2.685 3.184  0.222
H -2.203 -1.820 3.583  0.412
H -1.464 -1.564 2.039  0.044
H -3.544 -3.015 2.172  0.466
H -2.577 -4.284 2.830  0.379
H -3.102 -4.197 0.268  0.327
H -2.024 -2.847 0.232  0.273
H -1.445 -5.588 -0.086  0.264
H -1.123 -5.806 2.301  0.452
H 0.351 -6.117 1.428  0.533
H 0.113 -4.582 2.315  0.323
H 1.888 -2.675 0.828  0.230
H 4.362 -4.949 -1.014  0.420
C -0.200 1.218 0.498  0.902
O -1.302 0.624 0.464  -0.409
O 0.043 2.158 -0.448  -0.436
O 0.696 0.936 1.296  -0.448
H -0.766 2.219 -0.987  0.325
C -1.557 4.625 4.323  -1.108
C -0.740 4.263 3.064  0.611
O -0.847 3.144 2.596  -0.519
N 0.033 5.235 2.575  -0.083
C 0.224 6.601 3.076  -0.806
H -2.139 3.731 4.595  0.199
H -0.869 4.920 5.136  0.384
H -2.244 5.454 4.131  0.572
H 0.547 4.960 1.751  0.196
H -0.068 7.320 2.315  0.237
H 1.266 6.767 3.320  0.382
H -0.379 6.772 3.962  0.287
C -2.331 -7.290 -3.926  0.700
F -1.500 -6.501 -3.224  -0.265
F -2.691 -6.673 -5.031  -0.188
F -1.738 -8.428 -4.200  -0.186
S -3.803 -7.582 -2.875  1.161
O -4.351 -6.268 -2.611  -0.388
O -3.303 -8.215 -1.676  -0.409
O -4.694 -8.420 -3.636  -0.373
C 2.641 8.403 -1.013  -1.062
C 1.865 9.648 -0.599  -0.400
C 2.446 10.330 0.645  -0.462
C 2.427 9.448 1.806  0.341
N 2.410 8.756 2.720  -0.486
H 2.612 7.638 -0.233  0.273
H 2.217 7.971 -1.919  0.324
H 3.687 8.639 -1.213  0.310
H 0.821 9.388 -0.414  0.276
H 1.870 10.369 -1.416  0.311
H 1.876 11.224 0.896  0.293
H 3.478 10.635 0.471  0.292
Na 4.185 -0.904 -2.914  0.994
Al -1.711 4.338 6.719  0.623

---

Formula: C19H28BiBrO2
Source: OMol25
Level of theory: ωB97M-V with the def2-TZVPD basis set

The value obtained for the total energy is -100130.9360 eV. The value obtained for the molar mass is 577.31 u. For the maximum force, the calculation gives 1.7 eV Å⁻¹. As for the charge: 0.

Last column: Mulliken charge in e.
Atoms and positions in Å:
O 0.206 0.080 0.203  -0.271
C 0.279 -1.365 -0.014  -0.305
C 1.484 -1.218 -0.942  -0.621
H -0.630 -1.697 -0.525  0.146
H 0.463 -1.933 0.907  0.278
C 1.242 0.300 -0.800  1.566
H 1.286 -1.640 -1.930  -0.051
H 2.423 -1.585 -0.509  0.312
C 0.653 0.884 -2.068  -1.541
H -0.193 0.270 -2.405  0.288
H 1.422 0.900 -2.852  0.431
H 0.303 1.909 -1.907  0.170
C 2.381 1.094 -0.217  -1.499
H 2.827 0.553 0.628  0.383
H 2.021 2.063 0.144  0.124
H 3.138 1.277 -0.986  0.431
Bi -1.900 1.112 2.065  1.191
C 0.742 2.618 3.849  -0.434
C -0.407 1.918 4.256  -0.657
C -0.236 0.522 3.868  -0.930
H -1.202 2.302 4.891  0.606
C 1.033 0.440 3.184  -0.489
C 1.621 1.717 3.204  -0.511
H 2.621 1.968 2.848  0.499
H 0.941 3.677 4.033  0.585
H -0.806 -0.319 4.260  0.631
H 1.497 -0.480 2.828  0.419
C -1.106 4.314 2.104  -0.548
C 0.123 4.444 1.439  -0.625
C 0.002 3.863 0.143  -0.298
H 1.033 4.897 1.838  0.470
C -1.310 3.359 0.002  -0.510
C -2.024 3.640 1.226  -1.107
H -3.099 3.557 1.387  0.758
H -1.355 4.674 3.102  0.446
H 0.777 3.864 -0.622  0.686
H -1.732 2.889 -0.885  0.461
O -0.792 -3.007 -2.288  -0.236
C 0.187 -3.470 -3.248  -0.488
C -0.266 -4.791 -3.886  -0.523
H 1.154 -3.632 -2.738  0.307
H 0.353 -2.681 -3.997  0.336
C -1.471 -5.233 -3.025  -0.496
H 0.545 -5.519 -3.891  0.282
H -0.550 -4.611 -4.927  0.237
C -1.782 -4.031 -2.111  -0.480
H -1.215 -6.097 -2.407  0.253
H -2.335 -5.486 -3.634  0.277
H -1.799 -4.312 -1.046  0.259
H -2.770 -3.608 -2.348  0.303
Br -3.781 1.610 3.794  -0.513

---

Formula: C19H28Br15F3NO
Source: OMol25
Level of theory: ωB97M-V with the def2-TZVPD basis set

The value obtained for the total energy is -1082477.3390 eV. The value obtained for the molar mass is 1541.99 u. Its multiplicity is 2. For the maximum force, the calculation gives 2.0 eV Å⁻¹. As for the charge: 0.

Last column: Mulliken charge in e.
Atoms and positions in Å:
C 1.416 -2.152 1.160  -2.265
C 2.053 -1.251 0.095  3.183
C 1.382 -1.582 -1.228  -1.386
C 1.497 -3.051 -1.652  -0.856
C 0.237 -3.667 -2.107  0.185
F 0.322 -4.387 -3.249  -0.294
C -0.967 -3.583 -1.550  0.283
F -1.239 -3.534 -0.251  -0.205
F -2.090 -3.585 -2.274  -0.248
C 3.551 -1.584 0.115  -2.339
C 4.508 -0.482 -0.331  2.041
C 4.623 -0.468 -1.836  -2.084
C 5.898 -0.879 0.189  -1.975
N 4.199 0.844 0.225  0.206
O 4.505 0.765 1.557  -0.377
C 2.789 1.243 0.109  1.988
C 2.463 1.780 -1.273  -2.068
C 2.638 2.452 1.063  -1.533
C 1.787 0.191 0.554  -2.529
H 1.839 -3.139 1.132  0.456
H 1.615 -1.750 2.133  0.666
H 0.348 -2.164 1.038  0.392
H 0.337 -1.367 -1.101  0.846
H 1.749 -0.987 -2.043  0.270
H 1.950 -3.673 -0.897  0.443
H 2.148 -3.112 -2.504  0.437
H 3.817 -1.960 1.083  0.545
H 3.718 -2.405 -0.559  0.333
H 5.339 0.266 -2.151  0.396
H 4.941 -1.429 -2.181  0.528
H 3.691 -0.273 -2.323  0.461
H 6.540 -0.019 0.222  0.492
H 6.328 -1.547 -0.532  0.514
H 5.844 -1.367 1.136  0.396
H 1.733 2.551 -1.162  0.531
H 2.131 1.023 -1.952  0.337
H 3.333 2.263 -1.678  0.420
H 1.722 2.966 0.855  0.467
H 3.502 3.084 0.966  0.455
H 2.555 2.163 2.121  0.070
H 1.651 0.221 1.605  0.479
H 0.837 0.492 0.141  0.368
C 1.813 1.253 5.533  -0.359
Br 0.350 2.436 5.126  -0.027
Br 2.787 0.720 3.959  0.061
Br 2.989 2.041 6.832  -0.036
H 1.393 0.367 5.981  0.342
C -7.459 -1.695 0.580  -0.337
Br -8.667 -2.709 1.676  -0.014
Br -8.238 -1.256 -1.124  -0.025
Br -6.828 -0.123 1.484  0.017
H -6.606 -2.317 0.386  0.366
C -7.318 2.565 -2.161  -0.017
Br -8.711 3.845 -2.489  -0.009
Br -6.547 1.916 -3.799  0.064
Br -5.976 3.258 -0.977  -0.002
H -7.770 1.717 -1.669  -0.004
C -5.225 3.193 -7.215  -0.097
Br -6.022 3.648 -8.902  -0.012
Br -4.252 1.536 -7.316  -0.006
Br -4.127 4.616 -6.540  0.005
H -6.029 3.051 -6.510  0.072
C -3.446 0.983 6.972  -0.344
Br -4.249 1.476 5.297  0.031
Br -2.440 -0.652 6.840  -0.006
Br -2.408 2.420 7.708  -0.022
H -4.255 0.805 7.661  0.332